(1)
DFT (ωB97M-V/def2-TZVPD) results for a 2-piece molecular cluster, C2HN2PS overall.

Atoms and positions in Å:
N (-1.617, -0.461, 2.092)
C (-0.558, -0.692, 1.716)
P (1.020, -0.876, 0.826)
S (2.122, 0.554, 1.587)
C (-0.464, 0.554, -2.052)
N (-0.278, -0.210, -1.266)
H (-0.226, 1.131, -2.904)

Computed properties:
frontier orbital gap	0.2834	hartree
E_HOMO	-9.2559	eV
net charge	0
SMILES	N#CP=S.C#N
2S+1	1

=====

(2)
DFT (ωB97M-V/def2-TZVPD) results for a 9-piece molecular cluster, C72H87FN11O4 overall.

Atoms and positions in Å:
C (2.443, -4.212, 3.567)
C (1.343, -3.935, 2.583)
C (0.735, -4.978, 1.883)
C (-0.284, -4.685, 0.982)
C (-0.718, -3.383, 0.722)
C (-1.877, -3.220, -0.259)
C (-2.879, -2.111, 0.075)
C (-1.429, -3.115, -1.717)
C (-0.062, -2.341, 1.396)
O (-0.446, -1.050, 1.121)
C (0.468, -0.016, 1.328)
C (1.737, -0.154, 0.466)
C (2.542, 1.100, 0.313)
C (3.125, 1.795, 1.494)
C (2.086, 2.762, 2.131)
C (2.263, 4.256, 1.722)
C (1.172, 4.626, 0.763)
O (1.292, 4.618, -0.434)
O (0.010, 4.937, 1.359)
N (2.693, 1.465, -0.912)
C (3.569, 2.597, -1.304)
C (3.335, 3.176, -2.689)
C (3.774, 2.236, -3.828)
N (5.118, 2.606, -4.295)
C (5.739, 1.527, -5.121)
C (4.740, 0.699, -5.878)
C (4.165, 1.161, -7.061)
C (3.218, 0.405, -7.742)
C (2.815, -0.833, -7.249)
C (3.380, -1.312, -6.072)
C (4.329, -0.547, -5.399)
O (4.874, -1.002, -4.210)
C (1.905, 0.626, -1.855)
C (0.637, 1.427, -2.225)
N (0.238, 1.142, -3.600)
C (1.519, -0.597, -0.992)
C (2.120, -1.948, -1.434)
C (3.106, -2.590, -0.476)
F (3.601, -3.740, -1.069)
C (0.928, -2.633, 2.328)
H (2.485, -3.468, 4.358)
H (3.405, -4.203, 3.051)
H (2.325, -5.211, 3.978)
H (1.064, -5.992, 2.052)
H (-0.766, -5.497, 0.453)
H (-2.440, -4.153, -0.200)
H (-3.850, -2.324, -0.368)
H (-2.525, -1.128, -0.224)
H (-3.024, -2.067, 1.155)
H (-2.310, -3.233, -2.350)
H (-0.742, -3.915, -1.987)
H (-1.011, -2.134, -1.944)
H (0.731, 0.127, 2.378)
H (-0.069, 0.887, 1.036)
H (2.440, -0.759, 1.049)
H (4.002, 2.376, 1.230)
H (3.402, 1.064, 2.249)
H (1.073, 2.486, 1.848)
H (2.117, 2.682, 3.212)
H (2.110, 4.851, 2.618)
H (3.228, 4.457, 1.276)
H (-0.477, 5.489, 0.728)
H (3.519, 3.378, -0.561)
H (4.593, 2.210, -1.294)
H (3.976, 4.056, -2.760)
H (2.325, 3.538, -2.839)
H (3.050, 2.315, -4.631)
H (3.803, 1.219, -3.439)
H (5.684, 2.631, -3.451)
H (6.377, 0.880, -4.522)
H (6.380, 2.011, -5.859)
H (4.443, 2.122, -7.474)
H (2.762, 0.770, -8.651)
H (2.067, -1.423, -7.756)
H (3.066, -2.262, -5.659)
H (4.836, -1.964, -4.230)
H (2.432, 0.211, -2.701)
H (-0.150, 1.239, -1.488)
H (0.840, 2.493, -2.170)
H (-0.396, 1.854, -3.935)
H (-0.226, 0.246, -3.675)
H (0.444, -0.747, -1.064)
H (2.619, -1.857, -2.401)
H (1.318, -2.665, -1.583)
H (3.945, -1.935, -0.231)
H (2.593, -2.897, 0.434)
H (1.406, -1.838, 2.888)
N (-3.519, -2.001, 4.830)
C (-2.906, -2.728, 3.898)
C (-3.270, -4.021, 3.560)
C (-4.343, -4.592, 4.220)
C (-5.003, -3.851, 5.185)
C (-4.553, -2.565, 5.455)
H (-2.079, -2.243, 3.387)
H (-2.732, -4.557, 2.788)
H (-4.674, -5.593, 3.972)
H (-5.861, -4.255, 5.704)
H (-5.055, -1.945, 6.190)
N (5.414, -1.492, 5.079)
C (5.637, -2.718, 4.610)
C (6.032, -3.787, 5.399)
C (6.214, -3.569, 6.755)
C (5.990, -2.299, 7.262)
C (5.591, -1.301, 6.387)
H (5.485, -2.843, 3.543)
H (6.193, -4.762, 4.961)
H (6.525, -4.375, 7.406)
H (6.121, -2.084, 8.313)
H (5.404, -0.295, 6.747)
N (9.000, 6.166, -6.735)
C (8.171, 5.137, -6.584)
C (7.058, 5.157, -5.755)
C (6.796, 6.314, -5.040)
C (7.649, 7.396, -5.184)
C (8.732, 7.271, -6.042)
H (8.415, 4.250, -7.161)
H (6.415, 4.292, -5.669)
H (5.937, 6.372, -4.382)
H (7.482, 8.319, -4.646)
H (9.422, 8.095, -6.185)
N (-7.357, -4.298, 0.614)
C (-8.667, -4.059, 0.662)
C (-9.251, -3.174, 1.559)
C (-8.432, -2.495, 2.451)
C (-7.068, -2.737, 2.407)
C (-6.590, -3.642, 1.477)
H (-9.273, -4.603, -0.054)
H (-10.321, -3.017, 1.553)
H (-8.848, -1.791, 3.161)
H (-6.383, -2.235, 3.076)
H (-5.526, -3.853, 1.415)
N (-6.953, 1.674, 3.308)
C (-7.613, 2.491, 2.490)
C (-7.506, 2.448, 1.108)
C (-6.664, 1.504, 0.542)
C (-5.970, 0.645, 1.379)
C (-6.150, 0.772, 2.748)
H (-8.262, 3.213, 2.974)
H (-8.071, 3.136, 0.493)
H (-6.554, 1.436, -0.533)
H (-5.307, -0.112, 0.980)
H (-5.630, 0.117, 3.441)
N (-4.114, -4.766, -3.291)
C (-3.488, -4.591, -4.453)
C (-3.922, -3.715, -5.437)
C (-5.073, -2.979, -5.201)
C (-5.738, -3.150, -3.998)
C (-5.220, -4.052, -3.080)
H (-2.594, -5.187, -4.601)
H (-3.373, -3.614, -6.363)
H (-5.446, -2.286, -5.944)
H (-6.640, -2.600, -3.772)
H (-5.711, -4.215, -2.125)
N (7.639, 3.481, 4.477)
C (8.021, 4.550, 3.783)
C (7.789, 4.709, 2.424)
C (7.125, 3.698, 1.750)
C (6.723, 2.577, 2.460)
C (7.002, 2.517, 3.817)
H (8.541, 5.316, 4.348)
H (8.122, 5.601, 1.912)
H (6.927, 3.784, 0.688)
H (6.206, 1.760, 1.973)
H (6.702, 1.657, 4.401)
N (-11.461, 1.756, 3.948)
C (-10.919, 1.924, 2.744)
C (-11.421, 2.794, 1.788)
C (-12.553, 3.530, 2.099)
C (-13.131, 3.367, 3.347)
C (-12.547, 2.471, 4.232)
H (-10.038, 1.326, 2.541)
H (-10.937, 2.889, 0.826)
H (-12.978, 4.219, 1.380)
H (-14.015, 3.920, 3.632)
H (-12.968, 2.317, 5.219)

Computed properties:
frontier orbital gap	0.2875	hartree
E_HOMO	-10.7795	eV
net charge	+1
2S+1	1

=====

(3)
DFT (ωB97M-V/def2-TZVPD) results for C38H36BBrN2O5PdS as an isolated structure.

Atoms and positions in Å:
Pd (-1.688, -0.382, 0.606)
O (-2.865, 4.765, 1.895)
C (-1.551, 4.636, 2.198)
C (-0.901, 5.768, 2.688)
C (0.437, 5.726, 3.015)
C (1.170, 4.569, 2.799)
C (0.531, 3.445, 2.317)
C (-0.834, 3.446, 2.055)
C (-1.482, 2.112, 1.720)
O (-0.958, 1.536, 0.611)
N (-1.287, 1.294, 2.938)
N (-1.533, -0.027, 2.801)
C (-0.729, -0.832, 3.516)
C (-0.870, -2.141, 3.705)
Br (-2.945, -2.334, 0.695)
C (-0.862, -3.367, 4.140)
C (-1.379, -3.757, 5.458)
C (-1.028, -4.981, 6.023)
C (-1.440, -5.307, 7.303)
C (-2.216, -4.424, 8.035)
C (-2.587, -3.215, 7.469)
C (-2.170, -2.878, 6.197)
H (-3.201, 3.942, 1.517)
H (-1.475, 6.676, 2.798)
H (0.909, 6.599, 3.438)
H (2.224, 4.540, 3.022)
H (1.088, 2.536, 2.145)
H (-2.590, 2.213, 1.622)
H (-0.423, 1.509, 3.447)
H (0.143, -0.365, 4.002)
H (-0.441, -4.164, 3.533)
H (-0.410, -5.673, 5.467)
H (-1.158, -6.259, 7.729)
H (-2.530, -4.679, 9.036)
H (-3.212, -2.532, 8.021)
H (-2.462, -1.933, 5.762)
C (-2.026, 1.025, -8.158)
C (-1.159, 0.078, -7.314)
C (0.279, 0.608, -7.371)
C (-1.182, -1.342, -7.902)
C (-1.695, -0.020, -5.890)
C (-3.065, -0.221, -5.699)
C (-3.648, -0.352, -4.448)
C (-2.803, -0.290, -3.359)
O (-3.064, -0.399, -2.026)
B (-1.842, -0.319, -1.383)
O (-0.823, -0.142, -2.304)
C (-1.426, -0.120, -3.532)
C (-0.853, 0.023, -4.780)
H (-1.561, 1.181, -9.129)
H (-2.117, 1.989, -7.663)
H (-3.024, 0.633, -8.331)
H (0.585, 0.723, -8.409)
H (0.979, -0.075, -6.898)
H (0.352, 1.582, -6.892)
H (-0.819, -1.346, -8.928)
H (-2.189, -1.752, -7.890)
H (-0.545, -1.994, -7.307)
H (-3.713, -0.277, -6.559)
H (-4.711, -0.495, -4.336)
H (0.212, 0.166, -4.862)
O (0.537, -0.764, 0.694)
S (1.329, 0.442, 0.330)
C (2.504, -0.237, -0.878)
C (2.323, -1.545, -1.277)
C (3.220, -2.116, -2.162)
C (4.286, -1.372, -2.638)
C (4.441, -0.049, -2.256)
C (3.541, 0.531, -1.377)
C (2.595, 0.462, 1.658)
C (3.414, 1.564, 1.850)
C (4.306, 1.564, 2.909)
C (4.375, 0.474, 3.763)
C (3.567, -0.629, 3.550)
C (2.670, -0.636, 2.496)
H (1.480, -2.095, -0.885)
H (3.089, -3.141, -2.472)
H (4.999, -1.828, -3.308)
H (5.269, 0.526, -2.642)
H (3.646, 1.562, -1.077)
H (3.345, 2.415, 1.188)
H (4.945, 2.416, 3.077)
H (5.062, 0.484, 4.594)
H (3.632, -1.483, 4.207)
H (2.016, -1.476, 2.312)

Computed properties:
frontier orbital gap (spin up / spin down)	0.1923 / 0.1641	hartree
E_HOMO (spin up / spin down)	-7.4072 / -7.2064	eV
net charge	0
2S+1	1

=====

| no. | energy (eV) |
| --- | --- |
| 1 | -25192.29055 |
| 2 | -103367.07358 |
| 3 | -138239.24566 |